1.
63
Properties=species:S:1:pos:R:3:forces:R:3:nbo_charge:R:1 method="wB97M-V/def2-TZVPD" multiplicity=1 e_tot_ha=-8978.17808 homo_ev=-1.2 e_above_lowest_kj_mol=110.2 gap_ev=5.3 mol_weight_g_mol=1021.8 total_charge=-2
Cd 0.7349 1.0161 2.0683 -0.576 0.056 0.356 1.41
C -4.3903 -0.4842 -0.3677 -0.071 -0.014 0.017 -0.98
As -2.5284 -0.8696 0.1394 0.126 -0.044 0.017 0.94
C -2.9714 -2.2175 1.4993 -0.057 -0.061 -0.108 -0.96
C -2.0910 -2.1435 -1.3213 0.049 0.063 0.161 -0.32
C -3.0178 -2.4973 -2.3004 -0.030 0.076 -0.009 -0.23
C -2.6890 -3.3722 -3.3250 -0.012 -0.011 -0.029 -0.23
C -1.4180 -3.9224 -3.3747 0.005 -0.035 -0.046 -0.25
C -0.4872 -3.5794 -2.4055 0.015 -0.015 0.031 -0.17
C -0.7982 -2.6872 -1.3803 0.008 -0.147 0.004 -0.34
As 0.5517 -2.2042 -0.0072 0.038 0.182 -0.165 0.96
C 2.1645 -2.5713 -1.0854 -0.100 -0.009 0.031 -0.97
C 0.5246 -3.9146 0.9500 0.022 -0.006 0.032 -0.95
H -5.0079 -1.3815 -0.4424 0.004 0.014 0.005 0.20
H -4.4219 0.0681 -1.3075 -0.009 0.014 -0.001 0.21
H -4.7873 0.1533 0.4235 -0.021 -0.003 -0.010 0.24
H -3.4876 -3.0694 1.0530 -0.037 0.019 -0.001 0.20
H -3.6052 -1.7419 2.2497 0.007 -0.024 0.009 0.24
H -2.0569 -2.5273 1.9991 -0.012 0.010 0.001 0.25
H -4.0153 -2.0750 -2.2744 0.014 -0.031 -0.001 0.20
H -3.4254 -3.6215 -4.0810 0.000 -0.012 0.004 0.19
H -1.1496 -4.6159 -4.1640 -0.002 0.009 -0.005 0.19
H 0.5025 -4.0209 -2.4534 -0.027 0.029 -0.002 0.19
H 2.2942 -3.6362 -1.2878 0.004 0.012 -0.017 0.19
H 3.0218 -2.2087 -0.5226 0.034 0.015 0.042 0.24
H 2.0987 -2.0202 -2.0236 0.020 0.007 -0.001 0.22
H 0.5589 -4.7489 0.2470 -0.009 -0.010 0.023 0.20
H -0.3739 -3.9695 1.5613 -0.014 -0.027 -0.010 0.23
H 1.3903 -3.9396 1.6109 0.023 0.025 0.004 0.24
F 5.2843 -1.4802 4.0957 0.052 0.061 -0.105 -0.32
C 5.4715 -0.8617 2.9243 -0.020 0.004 0.137 0.72
F 6.2193 0.2220 3.1377 -0.062 -0.010 -0.040 -0.31
F 6.1515 -1.6854 2.1185 -0.054 0.027 0.043 -0.32
S 3.8238 -0.4448 2.2043 0.128 -0.517 -0.200 2.26
O 3.1577 -1.7086 2.1180 0.123 -0.077 -0.010 -0.92
O 3.2579 0.5795 3.0305 -0.213 0.236 0.276 -0.93
N 4.2977 0.0988 0.8063 0.360 -0.131 -0.213 -1.25
S 3.4923 1.2385 0.1102 -0.144 0.425 0.174 2.25
O 2.1327 0.8444 -0.2135 0.016 -0.015 0.040 -0.97
O 3.6495 2.5535 0.6551 0.145 0.015 -0.139 -0.91
C 4.4158 1.2921 -1.4877 -0.121 -0.059 -0.105 0.72
F 3.7517 2.0966 -2.3307 0.058 -0.050 0.068 -0.32
F 5.6397 1.7949 -1.3112 -0.050 -0.045 0.021 -0.32
F 4.5329 0.0947 -2.0609 -0.050 0.025 0.022 -0.31
S -3.2580 -0.1259 5.6860 0.052 0.050 -0.043 -0.99
Sb -2.2780 0.7225 3.7829 -0.051 0.057 -0.040 0.82
S 0.0925 3.2610 2.8714 -0.012 -0.068 0.031 -0.72
S -0.3576 -0.7519 3.3495 0.185 0.008 -0.146 -1.09
S -0.8874 2.6243 4.6284 0.104 0.059 -0.087 -0.44
C -1.8295 6.3319 -1.5828 -0.026 0.045 -0.051 -0.63
C -1.5371 4.9197 -1.1639 0.062 -0.056 -0.004 -0.01
C -2.3435 4.2511 -0.2548 -0.016 0.005 0.017 -0.22
C -1.9923 2.9750 0.1583 0.003 -0.065 0.077 0.06
N -0.9227 2.3313 -0.2958 0.209 -0.093 -0.014 -0.44
C -0.1545 2.9633 -1.1766 0.008 0.026 -0.033 0.05
C -0.4162 4.2448 -1.6354 -0.043 0.031 0.011 -0.27
H -2.8887 6.5660 -1.4745 -0.010 -0.006 0.001 0.21
H -1.5410 6.5033 -2.6210 -0.001 0.004 -0.002 0.21
H -1.2707 7.0375 -0.9646 0.015 -0.007 0.021 0.22
H -3.2210 4.7268 0.1659 -0.007 0.011 -0.005 0.20
H -2.5756 2.4519 0.9098 -0.015 0.001 -0.023 0.22
H 0.7230 2.4233 -1.5154 -0.017 0.003 0.002 0.20
H 0.2600 4.7122 -2.3414 0.000 0.021 -0.009 0.20



2.
70
Properties=species:S:1:pos:R:3:forces:R:3:nbo_charge:R:1 method="wB97M-V/def2-TZVPD" multiplicity=1 e_tot_ha=-12017.91988 homo_ev=-10.8 gap_ev=10.6 mol_weight_g_mol=1160.3 total_charge=0
C -0.7609 3.2344 2.9113 -0.270 1.479 -0.064 -0.72
C -1.0324 4.1910 1.8145 -0.547 0.732 -3.226 0.33
N -1.3117 4.9233 0.9341 0.857 -2.047 2.609 -0.39
H 0.2687 2.8862 2.9930 -0.058 0.242 -0.284 0.26
H -1.4513 2.3918 2.9512 -0.049 0.269 -0.211 0.26
H -0.9737 3.9647 3.6919 0.150 -0.714 1.055 0.26
C -1.5285 -1.9007 5.7920 0.747 -0.970 0.511 -0.71
C -0.7707 -3.0684 6.3232 0.483 -1.268 0.645 0.28
N -0.2172 -3.9818 6.7897 -0.969 1.741 -0.946 -0.33
H -0.9840 -1.0190 6.1299 -0.286 0.179 -0.205 0.25
H -2.5319 -1.9372 6.2161 0.055 0.186 -0.105 0.26
H -1.5649 -1.9656 4.7046 0.008 0.118 0.119 0.25
C 1.2097 -5.3916 -5.2851 0.373 0.834 0.943 -0.72
C 2.1179 -4.2427 -4.9212 -1.288 -2.760 -0.886 0.30
N 2.8260 -3.3640 -4.7914 0.836 1.337 0.483 -0.36
H 1.1490 -6.1854 -4.5406 0.297 0.376 0.453 0.25
H 1.5370 -5.9243 -6.1779 -0.187 0.669 -0.283 0.26
H 0.2244 -4.9258 -5.3034 -0.177 -0.367 -0.640 0.27
C -4.3905 -1.3077 -4.6418 0.098 0.810 -0.956 -0.74
C -3.3989 -2.3424 -4.9139 1.698 -2.407 -0.567 0.30
N -2.6109 -3.1805 -5.1506 -2.060 2.268 0.685 -0.34
H -4.1131 -0.4301 -5.2257 0.710 0.392 0.438 0.26
H -4.4754 -1.0529 -3.5854 -0.111 -0.157 -0.196 0.26
H -5.3396 -1.4423 -5.1607 -0.248 -0.957 0.607 0.26
C 1.5483 5.5157 -1.2584 0.363 -0.781 -0.386 -0.73
C 2.6137 4.8608 -0.4701 0.908 -0.257 1.009 0.32
N 3.4400 4.3456 0.1687 -1.475 0.784 -1.039 -0.38
H 0.8595 6.1148 -0.6629 0.244 -0.100 0.074 0.27
H 1.0032 4.7116 -1.7527 -0.309 -0.036 0.187 0.26
H 1.9690 6.0766 -2.0930 0.175 0.274 0.310 0.25
C -1.4154 -7.1071 -1.5736 -0.108 -1.049 -0.111 -0.28
Cl -2.5423 -7.9990 -0.4719 0.473 0.710 -0.403 0.00
Cl -1.0660 -5.4649 -1.0781 -0.210 -0.123 0.024 0.04
Cl -2.0203 -7.2050 -3.2480 0.067 0.236 0.373 0.01
H -0.4918 -7.6859 -1.5612 -0.175 0.278 0.101 0.23
C 4.0821 -3.1821 0.0756 0.431 0.633 0.349 -0.29
Cl 4.8131 -4.4052 1.1637 -0.388 0.571 -0.355 0.01
Cl 2.9419 -2.0886 0.8717 0.223 -0.138 0.669 0.01
Cl 3.2910 -3.8880 -1.2826 -0.192 -0.676 -0.711 0.05
H 4.8586 -2.5166 -0.3017 0.108 -0.440 0.199 0.23
C 3.3192 4.6514 3.8143 0.719 1.930 -0.256 -0.25
Cl 3.0366 6.3560 3.1367 0.199 -1.016 0.432 -0.04
Cl 2.2918 4.4879 5.2491 0.072 -0.438 -0.823 0.03
Cl 5.0319 4.4812 4.2765 -0.497 0.110 -0.147 0.02
H 3.1708 4.0401 2.9241 -0.507 -0.404 0.633 0.25
C -4.3780 0.7995 2.4185 -1.499 -0.009 -0.312 -0.29
Cl -5.4198 1.5132 3.7070 0.522 0.333 -0.644 0.00
Cl -3.1703 -0.1643 3.1566 1.319 -0.450 0.490 0.03
Cl -3.7206 1.9212 1.1888 -0.523 -0.371 0.845 0.03
H -5.0439 0.0717 1.9548 0.133 0.527 -0.415 0.23
C -2.7024 4.2635 -2.5376 0.535 0.636 0.884 -0.30
Cl -3.4325 5.7609 -3.1028 -0.007 0.081 -0.745 0.02
Cl -1.2583 3.7120 -3.4230 -0.514 0.373 0.110 0.02
Cl -3.8804 2.9877 -2.4146 -0.331 -0.445 -0.069 0.02
H -2.4242 4.5718 -1.5298 0.396 -0.652 -0.079 0.25
C -0.0892 -0.2664 -0.3756 0.698 0.884 -0.029 -0.22
Cl 1.2187 0.9278 0.2855 -0.937 -1.439 -0.826 -0.05
Cl 0.5401 -1.6440 -1.4097 -0.579 1.516 1.050 0.01
Cl -1.2769 0.7360 -1.2372 0.362 -0.510 0.394 0.03
H -0.5626 -0.6375 0.5334 0.220 -0.288 -0.404 0.22
C 0.9745 -0.0024 -4.5508 0.749 -0.516 0.385 -0.29
Cl 1.7556 1.4153 -3.7671 -0.356 -0.296 -0.527 -0.01
Cl 1.3660 -0.2337 -6.2515 0.262 0.383 0.049 0.03
Cl -0.7491 -0.0153 -4.3515 -0.520 0.212 -0.077 0.03
H 1.3790 -0.8612 -4.0151 -0.076 0.149 -0.173 0.24
C 3.7314 0.5432 5.6756 0.193 0.329 -0.067 -0.27
Cl 2.0754 -0.0113 5.7866 -0.680 0.172 -0.256 0.01
Cl 4.0078 1.8596 6.8820 0.155 -1.052 -0.592 0.02
Cl 4.1898 1.1180 4.0386 -0.357 -0.362 0.620 0.01
H 4.2578 -0.3934 5.8590 0.649 0.744 0.278 0.24



3.
59
Properties=species:S:1:pos:R:3:forces:R:3:nbo_charge:R:1 method="wB97M-V/def2-TZVPD" multiplicity=1 e_tot_ha=-3282.45478 homo_ev=-18.8 gap_ev=4.6 mol_weight_g_mol=728.3 total_charge=+3
C -2.8538 2.6924 4.0751 -0.390 -1.119 0.167 -0.64
C -2.9783 1.2957 3.3499 -0.909 2.095 -0.689 0.07
O -3.0165 1.4026 1.9419 -0.037 -1.208 2.268 -0.48
C -3.7360 0.3187 1.3204 -1.220 -0.455 -0.962 -0.13
C -2.8901 -0.4680 0.2391 -1.710 0.441 -0.964 -0.11
O -1.5214 -0.0598 0.1907 0.610 -1.141 0.520 -0.49
C -0.8353 -0.4289 1.3409 -1.213 0.698 1.648 -0.08
C 0.3634 -1.4230 1.2224 -1.308 -0.803 -0.342 -0.12
C 0.8682 -1.5671 2.6864 2.831 -0.543 -2.937 0.37
N 1.5237 -1.6803 3.6552 -0.992 0.194 -1.046 -0.49
C -0.2780 -2.8676 0.9032 -1.467 -0.165 1.045 -0.51
C 0.1113 -3.9046 2.0273 0.592 -0.474 -1.669 0.55
O 1.0584 -4.5882 2.0323 -0.399 0.266 0.212 -0.35
Cl -1.0700 -4.0471 3.4496 0.012 1.071 -0.060 -0.09
C 1.5238 -1.0756 0.1927 1.952 -1.336 0.166 -0.09
C 2.4447 -2.3478 0.2586 -1.187 1.841 -0.045 0.18
N 3.1311 -3.2671 0.2806 -0.004 -0.059 0.116 -0.18
C 1.0739 -1.0175 -1.3251 -0.391 0.346 -0.684 -0.43
C 0.7917 0.3957 -1.9338 -0.629 0.150 -1.401 -0.49
C 1.0631 0.2660 -3.4964 1.762 -0.383 1.293 0.66
F 2.4677 0.3176 -3.5901 -1.455 -0.020 -0.095 -0.34
F 0.7286 -0.9678 -3.9978 -0.168 1.507 0.356 -0.31
C 0.5485 1.4949 -4.3362 2.536 0.584 -0.721 0.45
F 0.7257 2.6333 -3.5868 -0.411 -1.579 -0.477 -0.30
F 1.3991 1.6359 -5.3995 -1.344 -0.518 1.119 -0.27
S -1.1957 1.3945 -5.0008 -2.392 2.606 -2.895 2.32
F -0.7874 2.4440 -6.1939 -0.386 -1.168 1.445 -0.43
F -1.5908 2.7138 -4.1026 0.002 -1.738 -0.329 -0.45
F -1.6954 0.3954 -3.8081 0.781 0.554 -0.749 -0.48
F -0.8474 0.1960 -6.0219 -0.060 0.607 1.800 -0.42
F -2.7106 1.3914 -5.5655 1.527 -0.206 0.756 -0.41
C 2.5090 0.0766 0.6673 1.215 -1.437 -0.210 -0.19
Cl 1.7045 1.6415 1.1032 -0.039 -0.636 0.002 -0.02
C 3.7574 0.2856 -0.2940 0.453 1.761 1.244 -0.45
C 4.7287 1.3107 0.4808 0.083 -1.219 -0.381 -0.61
H -2.5098 2.4655 5.1270 -0.144 0.487 -0.880 0.20
H -3.9087 3.0653 4.1990 1.150 -0.040 -0.334 0.29
H -2.1932 3.4194 3.5498 -0.564 -0.583 0.438 0.27
H -2.0032 0.6731 3.6448 -0.025 -0.281 0.071 -0.15
H -3.8733 0.7817 3.7882 0.981 -0.101 -0.467 0.24
H -4.1588 -0.4348 2.0397 0.553 0.924 -0.208 0.19
H -4.6345 0.7678 0.8081 0.972 -0.372 0.486 0.26
H -3.0691 -1.5652 0.4029 0.661 0.816 -0.099 0.19
H -3.3239 -0.2498 -0.7758 0.693 -0.107 0.970 0.26
H -1.6079 -0.9503 2.0088 0.843 0.168 -0.223 0.17
H -0.5823 0.5330 1.9081 0.331 -0.689 -0.542 0.19
H -0.0750 -3.2332 -0.1305 0.449 0.129 1.019 0.33
H -1.3972 -2.7739 0.9816 1.141 -0.014 -0.189 0.26
H 0.1838 -1.6655 -1.5636 0.878 0.534 0.522 0.25
H 1.9188 -1.4722 -1.9175 -0.701 0.472 0.794 0.30
H 1.4611 1.2219 -1.6054 -0.481 -0.817 -0.154 0.25
H -0.2583 0.7669 -1.8484 0.784 -0.546 0.388 0.25
H 2.9753 -0.3086 1.6226 -0.538 0.547 -0.825 0.21
H 4.3601 -0.6425 -0.4312 -1.020 0.427 -0.031 0.27
H 3.4983 0.7914 -1.2516 0.017 -0.894 0.563 0.25
H 5.7830 1.0258 0.2123 -1.022 0.668 0.131 0.26
H 4.4931 2.3607 0.1934 0.358 -0.813 0.491 0.24
H 4.6440 1.1166 1.5842 0.078 0.527 -0.897 0.19
La -0.1511 -0.4383 4.6846 -1.640 1.049 1.477 2.59



4.
47
Properties=species:S:1:pos:R:3:forces:R:3:nbo_charge:R:1 method="wB97M-V/def2-TZVPD" multiplicity=1 e_tot_ha=-1134.80458 homo_ev=-7.8 e_above_lowest_kj_mol=55.8 gap_ev=7.7 smiles="O=C(NC(=O)c1cccc(F)c1)OC[C@@H]1CCCN2CCCC[C@H]12" mol_weight_g_mol=334.4 total_charge=0
O 1.8572 -2.9276 1.3090 0.349 1.562 -0.439 -0.63
C 0.9304 -2.2112 0.9357 2.620 -0.674 2.064 0.90
N -0.1166 -2.9697 0.5150 -2.813 -0.336 -0.945 -0.65
C -1.4440 -2.6103 0.3191 -0.987 3.426 -0.074 0.66
O -1.8066 -1.4207 0.3438 0.894 -2.167 0.074 -0.56
C -2.4724 -3.6545 0.0966 -1.131 -2.342 -0.601 -0.13
C -2.1859 -4.9444 -0.4436 -0.112 1.086 1.244 -0.20
C -3.1542 -5.9352 -0.4707 -0.397 0.779 -0.301 -0.20
C -4.4850 -5.6791 -0.1572 0.205 0.645 0.359 -0.25
C -4.8130 -4.4037 0.3056 1.034 -0.449 -0.687 0.40
F -6.0894 -4.1066 0.6074 0.300 -0.014 0.032 -0.31
C -3.8306 -3.4242 0.4252 0.112 0.673 0.606 -0.23
O 0.9089 -0.8602 1.0537 -0.613 -1.518 -1.230 -0.48
C 2.2149 -0.2636 1.0922 1.055 0.690 0.729 -0.07
C 2.1567 1.2531 1.0459 -1.198 1.713 0.501 -0.24
C 1.0720 1.8731 2.0155 0.932 -0.464 0.457 -0.40
C 1.2152 3.4232 2.0688 -0.133 -1.969 -0.253 -0.40
C 1.0419 3.9295 0.6589 0.432 0.885 -0.677 -0.22
N 1.9797 3.3529 -0.3339 1.263 0.561 2.246 -0.47
C 2.0128 4.0078 -1.6390 -1.509 -0.269 0.909 -0.20
C 0.7358 3.5853 -2.3377 0.215 -0.337 -1.133 -0.41
C 0.6585 2.0610 -2.4958 0.560 0.593 -0.033 -0.39
C 0.7876 1.3805 -1.1409 -0.469 0.274 0.042 -0.43
C 2.0035 1.8849 -0.3674 -0.221 -0.032 -0.321 -0.02
H 0.0969 -3.9645 0.5868 0.014 0.599 0.062 0.43
H -1.1860 -5.1853 -0.7498 0.341 -0.100 -0.135 0.21
H -2.8937 -6.9091 -0.8046 0.215 -0.654 -0.302 0.22
H -5.2233 -6.4520 -0.2713 -0.249 -0.083 0.115 0.23
H -4.1625 -2.4773 0.8617 0.384 -0.168 -0.281 0.25
H 2.8593 -0.5503 0.2650 -0.262 -0.672 -0.270 0.19
H 2.7416 -0.5599 2.0163 -0.427 -0.055 -0.320 0.20
H 3.1425 1.6250 1.3844 -0.313 -0.316 0.088 0.22
H 0.0533 1.5371 1.7253 0.580 0.351 0.089 0.22
H 1.2611 1.4892 3.0421 -0.184 -0.028 -0.551 0.21
H 2.2090 3.6538 2.4716 -0.196 0.156 -0.088 0.20
H 0.4348 3.7863 2.7500 0.242 0.293 -0.298 0.21
H 1.1519 5.0249 0.7066 0.181 -0.228 -0.500 0.20
H 0.0222 3.7471 0.3421 -0.645 -0.051 0.077 0.16
H 2.8958 3.7084 -2.2032 0.102 -0.084 0.035 0.19
H 1.9976 5.1071 -1.5365 0.324 -0.431 0.247 0.20
H -0.1529 3.9060 -1.8021 -0.013 0.344 0.150 0.19
H 0.7353 4.0532 -3.3145 -0.360 0.126 -0.427 0.20
H -0.2879 1.8181 -2.9792 0.085 -0.269 -0.057 0.21
H 1.4956 1.7522 -3.1390 -0.227 -0.110 -0.070 0.19
H -0.1288 1.6197 -0.5764 0.262 -0.319 0.014 0.20
H 0.8365 0.3141 -1.2771 -0.126 -0.565 0.062 0.21
H 2.9244 1.6163 -0.9045 -0.114 -0.052 -0.208 0.19



5.
51
Properties=species:S:1:pos:R:3:forces:R:3:nbo_charge:R:1 method="wB97M-V/def2-TZVPD" multiplicity=1 e_tot_ha=-1628.40024 homo_ev=-18.5 gap_ev=6.6 mol_weight_g_mol=570.9 total_charge=+3
Hf 0.0000 0.0000 0.0000 -0.521 2.129 0.896 2.23
O 4.2968 0.9608 5.9293 -1.164 -1.645 -1.014 -0.28
N 3.6801 -0.0367 5.5343 1.016 0.223 2.680 0.47
O 3.4507 -1.0565 6.1965 -0.021 1.449 -1.317 -0.30
C 3.2175 -0.0193 4.1585 2.039 0.047 -1.345 0.13
C 4.2050 -0.0119 3.1822 -1.065 0.010 2.651 -0.10
C 3.8359 -0.0062 1.8435 -0.606 -0.032 -0.492 -0.07
C 4.8573 -0.0025 0.8795 0.216 0.005 -1.062 0.01
C 4.5527 0.0017 -0.4703 0.563 0.013 0.618 -0.22
C 3.2255 0.0028 -0.8132 -1.041 0.009 -0.282 0.13
N 2.2268 0.0000 0.0935 -1.776 -0.222 0.264 -0.69
C 2.4718 -0.0049 1.4506 1.159 0.018 0.355 0.14
C 1.4470 -0.0058 2.4916 0.355 0.014 0.854 0.23
N 0.0935 0.0000 2.2312 0.338 -0.238 -2.150 -0.68
C -0.8314 0.0103 3.2102 -0.312 0.018 -1.163 0.14
C -0.5095 0.0178 4.5389 0.808 0.009 0.461 -0.23
C 0.8370 0.0093 4.8608 -0.281 -0.009 0.241 0.01
C 1.8423 -0.0093 3.8560 -0.486 -0.034 -0.299 -0.09
H 5.2555 -0.0124 3.4711 -0.240 0.034 -0.020 0.29
H 5.9055 -0.0030 1.1736 -0.224 0.000 0.175 0.28
H 5.3276 0.0042 -1.2277 -0.115 0.006 0.014 0.29
H 2.9070 0.0062 -1.8515 0.115 0.014 0.049 0.24
H -1.8638 0.0139 2.8733 0.160 0.057 0.103 0.23
H -1.2769 0.0280 5.3039 0.065 0.015 -0.086 0.29
H 1.0901 0.0147 5.9202 0.290 -0.030 -0.231 0.29
C -5.3741 1.9942 0.4562 0.207 -0.034 -0.180 -0.64
C -4.9529 0.6407 1.0037 -1.980 1.149 1.058 -0.09
O -4.2586 -0.1147 0.0155 2.724 -0.235 0.761 -0.75
P -2.6432 0.0000 0.0000 -4.094 0.404 -2.210 1.66
O -2.4565 0.6257 -1.4796 2.309 -0.122 2.372 -0.79
C -3.0215 -0.0152 -2.6205 -1.042 -0.657 -2.543 -0.10
C -4.0597 0.8991 -3.2463 -0.048 0.417 0.316 -0.63
O -2.2953 -1.5471 -0.3225 2.072 0.975 -0.670 -0.82
C -2.3028 -2.4663 0.7655 -0.247 -2.110 1.027 -0.10
C -3.5407 -3.3444 0.6937 -0.318 0.159 -0.122 -0.64
H -5.9600 2.5450 1.1976 0.093 -0.122 -0.100 0.26
H -5.9781 1.8729 -0.4487 -0.003 -0.031 0.221 0.24
H -4.5031 2.5979 0.1824 -0.025 0.050 0.094 0.20
H -5.8522 0.0712 1.2647 0.316 -0.073 -0.091 0.23
H -4.3725 0.7522 1.9290 0.120 -0.107 -0.186 0.17
H -3.4712 -0.9932 -2.4079 0.239 0.290 0.382 0.21
H -2.2086 -0.1803 -3.3359 -0.015 0.045 0.215 0.20
H -4.9043 1.0463 -2.5667 0.070 -0.132 -0.118 0.22
H -4.4368 0.4751 -4.1811 0.139 -0.022 0.151 0.26
H -3.6358 1.8881 -3.4497 -0.010 -0.209 -0.094 0.24
H -2.2331 -1.9749 1.7449 -0.100 0.279 -0.158 0.18
H -1.4128 -3.0969 0.6606 -0.028 0.110 -0.052 0.21
H -4.4508 -2.7507 0.8250 0.154 -0.068 0.068 0.24
H -3.5151 -4.1145 1.4699 0.082 0.124 -0.108 0.26
H -3.6142 -3.8297 -0.2850 0.157 0.015 0.192 0.25
H 0.0000 1.9619 0.0000 -0.044 -1.958 -0.121 -0.22